DFT (wB97M-V/def2-TZVPD) results for a molecular structure, C24H56Cl3N8O8Zr at a distorted geometry.

Computed properties:
Highest occupied orbital energy (eV): -10.6
Total charge: +1
E (eV): -92945.9243
Multiplicity: 1

Element x y z (Å)
O: -1.999 1.210 -6.905
H: 0.308 2.501 -4.203
H: -5.063 -0.046 2.515
C: 0.440 1.424 -4.105
N: 0.537 -2.353 -1.122
H: -2.711 -2.913 -0.458
H: -1.748 3.225 2.233
C: -3.715 -2.494 -0.519
H: -3.113 -5.875 -2.483
H: 5.968 5.361 1.179
H: 3.161 -4.625 1.408
H: -3.231 3.493 -4.562
H: -2.003 1.674 5.601
H: -2.589 -4.337 -2.371
H: -3.626 -0.096 -8.156
O: 2.688 1.996 -3.773
O: -5.604 -3.890 0.384
H: 1.627 3.359 -0.065
O: 1.465 -1.588 0.688
H: 3.300 -1.981 5.241
C: -3.536 -4.871 -2.448
H: 3.552 -3.362 6.124
H: 4.148 -0.637 -5.304
H: 5.466 6.898 1.752
C: 2.593 -3.433 3.115
C: 1.618 -1.998 -0.414
N: -4.446 -4.751 -1.325
O: -1.862 -0.117 3.343
H: 4.098 3.498 0.837
H: -5.025 -5.574 -1.242
H: -3.801 -1.399 2.673
C: 3.991 5.539 0.548
Cl: -0.521 0.720 0.630
C: 0.248 2.759 4.057
N: 3.396 -3.746 4.086
H: -3.833 -1.810 -1.360
H: 1.508 -0.763 -4.701
N: -3.588 0.555 4.673
H: 0.519 2.044 5.989
H: 1.386 -4.349 1.525
H: 0.880 -1.939 -3.166
Cl: -1.029 -2.720 2.190
O: 3.515 6.440 -0.168
H: 4.865 -2.663 5.014
H: 3.474 -3.004 -0.672
H: 0.032 1.143 -3.134
C: 5.114 5.875 1.620
H: 0.690 3.736 6.084
Cl: 2.687 0.381 2.530
O: 1.862 -2.461 3.182
H: -2.338 0.032 6.058
H: -4.335 1.220 -4.803
H: 4.888 5.471 2.607
H: 3.376 -1.678 -4.026
H: 3.692 -1.275 -0.460
C: -4.019 -0.353 2.455
H: 2.156 -5.430 2.651
H: -3.893 -2.074 0.471
H: -0.233 -3.264 -2.863
H: -3.612 1.344 6.392
C: -3.097 0.910 -6.371
H: -0.153 0.871 -4.833
H: -0.382 -2.414 -0.706
N: 3.636 4.261 0.363
O: 0.210 1.655 3.426
N: -3.508 1.536 -5.289
H: 2.802 2.828 -1.083
H: -2.444 2.209 -3.584
C: 2.309 -4.514 2.079
C: -3.069 0.146 3.498
C: 3.581 -0.666 -4.373
H: 1.365 -3.569 -2.714
C: 2.542 3.729 -0.528
H: -1.813 2.532 -5.086
H: -3.826 -1.026 -6.616
C: -4.672 -3.689 -0.448
C: 1.869 1.088 -4.079
H: 4.221 -0.163 -3.648
H: -3.581 -0.150 1.478
C: -0.957 3.975 2.251
H: -0.048 4.746 4.066
H: 3.116 -1.838 -1.995
C: 3.819 -2.936 5.157
H: 1.968 2.742 5.479
C: 0.662 -2.766 -2.490
H: -4.586 0.702 4.719
H: -0.248 3.785 1.445
N: -0.150 3.920 3.494
C: -4.002 -0.083 -7.133
H: 3.955 -4.586 4.033
H: 2.289 4.524 -1.229
C: 3.056 -2.029 -0.923
C: -2.777 2.502 -4.580
H: -1.526 4.904 2.226
H: -4.001 -4.511 -3.366
Zr: 0.389 -0.690 2.683
C: -2.815 0.963 5.753
N: 2.225 -0.114 -4.412
H: -5.025 0.294 -7.139
C: 0.891 2.896 5.420